{
  "formula": "C40H71F7O33P",
  "method": "ωB97M-V/def2-TZVPD",
  "species": ["P", "F", "F", "F", "F", "F", "F", "C", "C", "O", "C", "O", "O", "H", "H", "H", "H", "C", "C", "O", "C", "O", "O", "H", "H", "H", "H", "C", "C", "O", "C", "O", "O", "H", "H", "H", "H", "C", "C", "O", "C", "O", "O", "C", "H", "H", "H", "H", "H", "H", "H", "H", "C", "C", "O", "C", "O", "O", "C", "H", "H", "H", "H", "H", "H", "H", "H", "C", "C", "O", "C", "O", "O", "C", "H", "H", "H", "H", "H", "H", "H", "H", "C", "C", "O", "C", "O", "O", "C", "H", "H", "H", "H", "H", "H", "H", "H", "C", "C", "O", "C", "O", "O", "C", "H", "H", "H", "H", "H", "H", "H", "H", "C", "C", "O", "C", "O", "O", "C", "H", "H", "H", "H", "H", "H", "H", "H", "C", "C", "O", "C", "O", "O", "C", "H", "H", "H", "H", "H", "H", "H", "H", "C", "C", "O", "C", "O", "O", "F", "H", "H", "H"],
  "coordinates": [[0.189, 0.020, 0.657], [1.633, 0.773, 0.924], [0.119, 0.352, -0.938], [1.035, -1.361, 0.317], [-1.188, -0.823, 0.512], [0.234, -0.329, 2.257], [-0.696, 1.358, 1.029], [-1.873, 0.028, -2.952], [-1.221, -1.061, -3.878], [-2.065, -1.033, -4.998], [-3.131, -0.355, -4.782], [-4.011, -0.289, -5.672], [-2.996, 0.360, -3.762], [-1.305, 0.954, -3.044], [-2.047, -0.382, -1.957], [-1.108, -2.022, -3.377], [-0.287, -0.591, -4.186], [3.516, -0.072, 5.110], [2.290, -0.931, 4.555], [1.606, -1.364, 5.671], [2.503, -1.435, 6.678], [2.338, -2.076, 7.750], [3.655, -0.769, 6.259], [3.190, 0.967, 5.062], [4.278, -0.260, 4.354], [2.400, -1.671, 3.763], [1.635, -0.148, 4.175], [4.592, -0.925, 0.636], [6.020, -0.802, 0.763], [6.484, -1.460, -0.328], [5.592, -2.492, -0.456], [5.808, -3.546, -1.129], [4.484, -2.250, 0.207], [4.178, -0.222, -0.088], [4.058, -0.852, 1.583], [6.425, -1.037, 1.747], [6.278, 0.250, 0.642], [-1.016, 3.668, -1.612], [-1.098, 4.431, -2.978], [-1.363, 3.602, -4.116], [-0.401, 3.116, -4.939], [0.822, 3.064, -4.763], [-1.026, 2.360, -5.932], [-0.291, 1.680, -6.933], [-1.973, 3.192, -1.401], [-0.769, 4.294, -0.754], [-0.256, 2.886, -1.638], [-0.149, 4.898, -3.243], [-1.753, 5.298, -2.895], [-0.797, 1.600, -7.895], [0.160, 0.739, -6.618], [0.554, 2.316, -7.196], [-3.995, -7.530, 5.696], [-2.669, -6.845, 5.438], [-2.726, -5.601, 4.759], [-1.726, -4.687, 4.748], [-0.551, -4.993, 4.900], [-2.153, -3.655, 4.099], [-1.404, -2.583, 3.560], [-3.753, -8.480, 6.173], [-4.634, -7.695, 4.829], [-4.601, -6.933, 6.377], [-1.930, -7.556, 5.068], [-2.366, -6.496, 6.425], [-0.543, -2.880, 2.961], [-0.930, -2.046, 4.381], [-1.971, -1.861, 2.973], [1.435, -7.162, -6.004], [1.935, -5.654, -5.981], [2.219, -5.329, -4.586], [1.661, -4.360, -3.932], [0.992, -3.532, -4.554], [1.975, -4.377, -2.517], [1.627, -3.319, -1.699], [1.352, -7.289, -7.083], [0.470, -7.345, -5.533], [2.190, -7.826, -5.583], [1.288, -4.978, -6.539], [2.926, -5.426, -6.373], [0.729, -3.526, -1.118], [1.589, -2.361, -2.219], [2.447, -3.015, -1.048], [0.484, 6.050, 5.847], [0.653, 4.670, 6.622], [0.217, 3.683, 5.711], [0.655, 2.441, 5.776], [1.533, 2.088, 6.591], [0.078, 1.631, 4.944], [-0.837, 2.023, 3.943], [-0.551, 6.362, 5.711], [1.028, 5.981, 4.905], [0.977, 6.864, 6.378], [0.031, 4.532, 7.506], [1.713, 4.551, 6.851], [-1.277, 1.073, 3.641], [-0.225, 2.320, 3.091], [-1.464, 2.813, 4.355], [-3.109, -3.176, 0.445], [-3.643, -4.197, -0.521], [-3.277, -3.762, -1.788], [-3.524, -4.432, -2.890], [-4.075, -5.501, -3.009], [-3.082, -3.624, -3.903], [-3.309, -3.960, -5.245], [-2.361, -3.617, 1.104], [-3.941, -2.707, 0.971], [-2.693, -2.360, -0.145], [-4.729, -4.241, -0.440], [-3.217, -5.172, -0.287], [-3.758, -4.949, -5.154], [-2.413, -4.067, -5.857], [-4.099, -3.300, -5.603], [-4.152, 2.738, 0.207], [-3.780, 1.390, 0.719], [-4.950, 0.571, 1.029], [-5.639, -0.211, 0.218], [-6.726, -0.707, 0.483], [-4.865, -0.478, -0.934], [-5.432, -1.374, -1.917], [-3.295, 3.407, 0.286], [-5.009, 3.163, 0.730], [-4.566, 2.728, -0.801], [-3.278, 1.625, 1.658], [-3.107, 0.942, -0.012], [-6.493, -1.415, -2.165], [-5.281, -2.373, -1.508], [-4.869, -1.411, -2.850], [4.212, 8.034, -1.557], [2.985, 7.583, -2.380], [2.491, 6.332, -1.929], [2.642, 5.204, -2.563], [3.139, 5.126, -3.685], [2.234, 4.221, -1.751], [2.528, 2.900, -1.962], [3.844, 8.116, -0.535], [4.468, 9.023, -1.938], [5.064, 7.355, -1.554], [3.195, 7.608, -3.449], [2.148, 8.249, -2.170], [3.490, 2.872, -2.475], [1.721, 2.415, -2.511], [2.473, 2.469, -0.962], [2.139, 4.098, 1.720], [3.433, 4.841, 1.603], [4.390, 3.736, 1.736], [3.773, 2.719, 2.317], [4.395, 1.803, 2.800], [2.485, 2.916, 2.376], [3.591, 5.674, 2.618], [1.718, 3.831, 0.751], [1.338, 4.549, 2.306], [3.614, 5.407, 0.689]],
  "forces_ev_per_angstrom": [[0.6, -1.4, 1.0], [-1.0, 0.3, -1.2], [0.6, 0.5, 0.8], [-0.4, 0.9, 0.2], [0.1, 0.2, 0.0], [-0.4, -0.2, -0.4], [0.8, -0.2, -0.7], [1.1, -0.6, -1.7], [1.0, 1.9, 1.3], [2.1, -3.3, -1.0], [-3.1, 0.2, -6.0], [1.4, -0.1, 2.8], [-2.5, 2.4, 4.3], [0.3, -0.2, 1.1], [-0.6, 0.6, -0.1], [-0.1, 0.0, -0.6], [0.4, -0.9, -0.1], [-2.6, -2.2, -4.1], [-0.9, 3.9, -2.3], [0.6, -1.3, 2.2], [-0.3, -2.0, 2.6], [1.1, 3.1, -4.3], [0.6, -1.0, 4.4], [0.5, 0.0, 1.1], [0.7, 0.3, 0.7], [0.5, -0.4, 0.5], [-0.1, -0.4, -0.8], [-2.5, 0.8, 1.8], [1.3, 4.5, 1.9], [0.5, -2.8, -1.3], [1.8, -5.3, -3.9], [-0.8, 4.5, 2.7], [-0.6, -1.0, -0.7], [-0.2, -0.2, -0.1], [-0.1, 0.3, -0.2], [0.2, -1.0, -0.1], [0.2, 0.2, 0.1], [-0.2, -0.2, -1.2], [2.3, 0.2, 0.8], [-0.6, -0.5, -1.2], [1.8, -2.7, 0.2], [-2.8, 1.1, -0.2], [-1.0, 1.4, 1.4], [2.1, 1.1, -0.3], [0.0, 0.0, -0.1], [0.0, 0.4, -0.3], [-0.1, 0.0, -0.1], [0.4, 0.0, 0.6], [-0.8, -0.6, -0.5], [-0.9, -0.2, 0.6], [-0.5, -0.1, 0.3], [0.4, 0.0, 0.1], [-0.5, 0.6, -0.4], [0.9, 0.8, 1.9], [-1.6, 0.6, -0.6], [3.0, -3.0, -2.3], [-1.2, 0.7, 1.1], [-2.5, 1.4, -0.5], [2.1, 0.6, 0.9], [-0.2, 0.0, 0.0], [0.3, -0.2, -0.2], [0.1, 0.0, 0.1], [0.1, 0.4, -0.5], [0.6, -0.8, 0.3], [-0.2, -0.6, -0.2], [-0.1, 0.2, 0.2], [-0.6, -0.7, 0.2], [1.1, 2.0, -0.9], [0.1, -0.8, 1.2], [0.6, -1.5, 1.2], [-1.3, 2.8, 0.5], [0.6, -0.6, 2.2], [0.2, -1.9, -4.5], [0.0, 2.2, 0.4], [-0.2, -0.8, 0.0], [0.1, 0.4, 0.0], [-0.1, 0.1, -0.1], [-0.5, 0.1, 0.8], [0.0, -1.0, -0.6], [0.0, 0.1, -0.1], [-1.0, -0.1, -0.6], [0.2, -1.1, 0.4], [0.3, -0.9, 1.2], [0.1, 1.6, -0.8], [-0.9, 0.3, -1.3], [2.7, -0.5, 2.9], [-2.0, 0.5, -2.0], [0.7, -1.3, 0.6], [0.6, 0.0, -0.4], [0.0, -0.3, -0.2], [-0.3, -0.2, -0.1], [0.0, -0.1, 0.3], [0.2, 0.5, 0.2], [-0.1, -0.3, 0.2], [-0.6, 0.4, 0.1], [-0.4, 0.5, -0.1], [-0.4, -0.3, -0.5], [-0.2, 0.6, -0.1], [-0.6, -0.9, 1.3], [0.9, 0.7, -1.3], [-0.4, 0.0, -1.3], [0.4, 0.5, 0.1], [0.8, 0.5, 1.6], [-1.6, -1.8, 0.2], [-0.1, 0.4, 0.1], [0.2, -0.2, 0.5], [0.3, -0.2, 0.2], [-0.1, -0.3, -0.2], [-0.2, -0.2, -0.3], [-0.1, -0.3, -0.7], [0.1, 0.7, 0.3], [0.5, 0.2, -0.5], [-1.5, 0.7, -0.7], [0.0, 0.1, -0.4], [-0.1, 0.5, 0.7], [0.2, -1.5, -1.4], [2.2, 1.1, -0.7], [-1.9, 0.7, 0.4], [0.3, -2.0, 0.5], [-0.1, 0.0, -0.1], [0.2, 0.1, 0.7], [0.6, -0.2, -0.4], [0.0, -1.0, 0.1], [-0.1, -0.5, 0.5], [-0.1, 1.3, 0.5], [0.0, -0.1, 0.1], [0.2, 0.9, 0.3], [-1.3, -0.2, -0.1], [0.6, 0.3, -0.2], [-0.7, 0.6, 1.7], [1.7, -0.9, -2.7], [-0.8, -0.5, 1.9], [-0.8, 3.2, 0.4], [0.0, -1.5, -0.5], [0.3, 0.2, 0.2], [0.3, 0.0, 0.2], [-0.1, 0.0, -0.4], [-0.1, -0.4, 0.0], [0.2, 0.2, -0.1], [0.0, -0.8, 0.1], [0.3, 0.0, -0.5], [0.6, -0.4, -0.1], [-1.4, -0.1, -0.8], [0.6, -1.4, -1.0], [-0.2, 2.6, -1.2], [1.8, -1.7, 1.5], [-0.9, 0.3, -0.7], [-0.9, -1.0, 0.9], [0.5, 1.1, 1.5], [0.1, 0.2, -0.2], [0.3, 0.5, 0.0], [0.0, -0.4, -0.1]],
  "lowdin_charge": [0.2815, -0.1661, -0.1540, -0.1704, -0.1627, -0.1714, -0.1744, -0.0541, -0.0816, 0.0758, -0.6845, 0.0717, 0.0985, 0.1105, 0.1132, 0.1192, 0.1280, -0.1519, -0.1467, 0.0613, -0.4323, 0.0847, 0.0462, 0.1062, 0.1125, 0.1344, 0.0928, -0.1529, -0.2199, 0.0953, -0.4955, 0.0820, 0.0934, 0.1445, 0.1353, 0.1473, 0.1414, -0.0325, -0.1637, 0.0235, -0.4716, 0.1024, -0.0311, -0.0573, 0.0520, 0.0802, 0.0472, 0.1039, 0.1199, 0.0956, 0.0950, 0.0853, -0.0748, -0.2320, 0.0144, -0.5816, 0.1158, 0.0178, -0.0400, 0.0773, 0.0744, 0.0743, 0.1253, 0.1231, 0.0994, 0.0926, 0.0842, -0.0400, -0.1511, 0.0171, -0.4862, 0.0782, -0.0203, -0.1076, 0.0645, 0.0747, 0.0711, 0.1118, 0.1221, 0.0957, 0.0898, 0.0720, -0.0415, -0.1712, -0.0073, -0.5834, 0.0887, 0.0176, -0.0181, 0.0679, 0.0605, 0.0649, 0.1281, 0.1198, 0.0926, 0.0763, 0.1038, -0.0409, -0.2300, 0.0124, -0.5589, 0.1300, -0.0413, -0.0432, 0.0772, 0.0867, 0.0640, 0.1253, 0.1319, 0.0817, 0.1012, 0.1007, -0.0812, -0.1930, 0.0455, -0.5270, 0.1116, -0.0424, -0.0241, 0.0694, 0.0830, 0.0845, 0.1169, 0.1018, 0.1021, 0.0693, 0.0853, -0.0523, -0.2015, 0.0202, -0.5884, 0.1132, -0.0393, -0.0521, 0.0693, 0.0761, 0.0805, 0.1218, 0.1226, 0.1153, 0.0793, 0.0830, -0.0591, -0.2696, 0.1492, -0.5943, 0.1453, 0.0817, 0.0999, 0.1252, 0.1475, 0.1613],
  "homo_energy_ev": -8.328,
  "de_lowest_kj_mol": 0.0,
  "lumo_energy_ev": 1.6,
  "fmax_ha_per_bohr": 0.13293,
  "charge": -1,
  "homo_lumo_gap_ha": 0.36607
}